(1)
Computed, not measured: a 2-piece molecular cluster, C4H13NOS overall at a distorted geometry, with the ωB97M-V functional and the def2-TZVPD basis.

energy above the lowest of the compared OMol25 structures with the same formula, charge and spin = 72.6 kJ/mol
frontier orbital gap = 0.3439 hartree
structure (SMILES) = CN[C@@H](C)CS.O

Last column: natural (NBO) charge in e.
Cartesian coordinates (Å):
H (-1.19698, -2.01094, -1.68346)  0.231
H (3.12776, 2.41709, 0.75621)  0.468
C (-1.24337, -0.92264, -1.59848)  -0.503
O (3.43932, 1.56922, 1.09016)  -0.934
H (0.90888, -1.80326, 2.14308)  0.197
C (0.40286, -0.93814, 1.76157)  -0.415
H (-0.59674, -0.93798, 2.18913)  0.189
H (-0.21900, 1.56124, 0.54158)  0.209
H (4.15823, 1.36673, 0.48307)  0.468
H (-0.60418, -0.59678, -2.41796)  0.214
H (1.11979, -0.78279, -0.14156)  0.351
S (-2.89668, -0.43598, -2.20811)  -0.055
H (-1.36483, 1.72441, -0.80243)  0.225
H (-3.61104, -0.84026, -1.15209)  0.113
H (-1.66358, -0.35118, 0.44792)  0.189
N (0.26521, -1.09429, 0.30810)  -0.622
H (1.00241, -0.07625, 2.05126)  0.185
H (0.33621, 1.33498, -1.06963)  0.194
C (-0.83987, -0.33155, -0.27409)  -0.074
C (-0.52438, 1.14836, -0.42427)  -0.630


(2)
Computed, not measured: C41H40F5InNO7PSTe as an isolated structure at a distorted geometry, with the ωB97M-V functional and the def2-TZVPD basis.

energy above the lowest of the compared OMol25 structures with the same formula, charge and spin = 474.0 kJ/mol
charge = -2
frontier orbital gap = 0.2441 hartree

Last column: Mulliken charge in e.
Cartesian coordinates (Å):
C (-5.79240, 2.26801, -1.36593)  -0.485
H (1.10485, 3.19659, -0.59566)  0.408
O (-2.38244, 0.10365, 0.34291)  -0.740
C (3.03425, -1.13755, -2.06676)  1.293
C (1.29560, -3.23411, 5.82745)  -0.161
C (-1.28127, 4.74630, -2.39469)  -0.335
H (5.67156, -2.75200, -3.53956)  0.412
H (-0.64242, 5.04993, 3.54959)  0.359
C (-0.32446, 4.16966, 3.00198)  -0.858
H (-4.89438, -1.80214, 1.44059)  0.410
H (-2.23800, 4.54882, -2.86077)  0.464
C (1.37893, 2.55465, 2.41887)  1.922
C (4.74196, -2.60976, -3.00904)  -1.140
C (-0.62556, 3.72656, -1.71335)  -0.219
F (-1.66729, -4.91710, -0.17436)  -0.463
H (4.81155, -0.51385, -3.09620)  0.338
C (2.70803, 2.10174, 2.50626)  -1.235
F (1.90681, -4.13804, 0.72626)  -0.508
In (-0.54825, -0.53010, -0.46739)  2.674
C (-3.81068, 1.21235, -2.22213)  -0.898
O (-1.25297, -2.46035, -0.30039)  -0.452
C (0.85544, 0.67782, 0.91607)  0.007
Te (-0.13573, -3.70955, 0.27841)  0.856
H (2.28542, -4.38624, -1.54476)  0.466
H (-4.06902, -1.86462, -0.13687)  0.335
C (3.55722, 1.35503, -2.03116)  -1.779
H (-2.52149, 0.66510, 2.94763)  0.206
H (-5.47249, 4.03584, -0.19893)  0.365
H (-1.23474, 6.79624, -3.01054)  0.400
H (-6.87031, 2.28940, -1.25504)  0.339
H (-1.58753, 1.79697, 0.93683)  0.041
C (0.50917, 6.26477, -1.88430)  -0.673
H (3.41317, 2.64893, 3.12293)  0.322
H (2.12859, 5.44875, -0.74469)  0.456
C (2.30790, -2.27278, -1.57425)  -0.500
H (2.61063, -5.84894, -3.33036)  0.340
H (-3.34664, 0.39663, -2.75911)  0.322
O (1.36403, 0.52292, -1.80801)  0.269
H (-1.58582, 2.16231, -4.04929)  0.494
H (2.51508, -0.59526, 0.51476)  0.805
C (0.60488, 3.99485, -1.12403)  -0.200
H (-5.79370, 0.49834, -2.57195)  0.403
C (4.25111, -1.36167, -2.73396)  -1.072
C (0.92263, -3.01167, 3.45292)  0.215
H (-2.50634, -1.45814, 1.68361)  -0.361
C (2.16406, 0.28860, 1.03052)  0.676
H (-5.02798, -0.43047, 0.31258)  0.264
P (-1.21349, 1.98734, -1.62244)  2.076
C (1.07228, -4.62404, 5.71466)  -0.796
C (-4.36936, -1.21659, 0.68502)  -1.714
C (1.23488, -2.44638, 4.71847)  -0.913
O (-1.03968, -0.72579, -2.67631)  -0.698
H (-3.01835, 3.94226, -0.39058)  0.522
C (-3.09619, -0.61368, 1.28948)  1.157
C (-1.10420, 0.06337, -3.64966)  0.272
C (-3.63032, 3.19488, -0.88070)  -0.288
H (1.49668, -2.80287, 6.79843)  0.412
C (0.82336, -5.13975, 4.47281)  -0.200
H (4.11636, 0.63685, 1.87156)  0.480
H (4.39569, 1.17746, -1.36365)  0.436
C (-5.00721, 3.24023, -0.76671)  -0.938
H (0.55223, -4.75933, 2.46959)  0.038
C (-5.18714, 1.26054, -2.10131)  -0.785
C (0.44346, 1.84444, 1.60537)  -0.792
H (4.05228, -6.90766, -3.25990)  0.241
C (2.54103, 0.21677, -1.95012)  0.445
H (3.34493, -6.24668, -1.76240)  0.302
C (-0.86822, 2.35766, 1.51496)  0.768
O (-1.30961, -0.24036, -4.82202)  -0.848
F (0.40094, -4.79135, -1.26874)  -0.408
H (3.05984, 2.27807, -1.74727)  0.116
N (0.78923, -4.35695, 3.39417)  0.500
F (0.18903, -5.63265, 1.13827)  -0.567
H (1.08950, -5.26104, 6.58217)  0.370
H (-4.01811, 1.14775, 2.14662)  0.268
C (3.09236, 0.99009, 1.81402)  -1.631
C (-1.23878, 3.49199, 2.18106)  -0.865
C (3.55640, -6.04285, -2.81493)  -0.765
C (-3.01851, 2.18442, -1.61588)  0.374
H (1.38577, -1.37945, 4.75250)  0.493
H (3.93239, 1.47709, -3.04520)  0.495
H (1.66941, 4.21524, 3.75085)  0.371
H (-2.25216, 3.86494, 2.09357)  0.503
O (1.26230, -2.18440, -0.81708)  0.260
H (-4.01018, -0.25639, 3.23270)  0.474
C (0.95353, 3.70375, 3.11955)  -0.967
H (0.94700, 7.25298, -1.95212)  0.365
C (1.17188, 5.25287, -1.20927)  -0.977
S (0.69009, -2.05668, 2.09335)  0.042
H (0.10882, 1.84952, -3.61492)  0.596
O (4.45122, -4.96137, -2.97549)  -0.507
C (-0.92778, 1.59136, -3.38441)  -0.807
H (0.62162, -6.18598, 4.29757)  0.438
C (2.83587, -3.53919, -1.89254)  -0.985
F (-1.33670, -3.91572, 1.99903)  -0.509
C (-0.71713, 6.00740, -2.47710)  -0.791
C (3.98802, -3.72189, -2.60950)  0.643
C (-3.43625, 0.29338, 2.48777)  -1.488


(3)
Computed, not measured: a 2-piece molecular cluster, C3H2NP overall at a distorted geometry, with the ωB97M-V functional and the def2-TZVPD basis.

energy above the lowest of the compared OMol25 structures with the same formula, charge and spin = 453.1 kJ/mol
frontier orbital gap (alpha / beta) = 0.2157 / 0.2155 hartree

Last column: natural (NBO) charge in e.
Cartesian coordinates (Å):
P (-2.86644, 0.20764, 0.13120)  0.549
C (1.39344, -0.14501, 0.41264)  -0.381
C (0.17724, -0.29120, 0.59308)  -0.052
C (2.67025, -0.45380, 0.22456)  0.214
H (-2.66935, 1.72706, -0.18255)  0.007
N (3.70110, -0.88108, -0.10336)  -0.285
H (-2.40625, -0.16362, -1.07557)  -0.052


(4)
Computed, not measured: a single C4H9NO4 molecule at a distorted geometry, with the ωB97M-V functional and the def2-TZVPD basis.

energy above the lowest of the compared OMol25 structures with the same formula, charge and spin = 268.1 kJ/mol
frontier orbital gap = 0.3336 hartree
structure (SMILES) = CO[C@@H](C=O)[C@@]([NH3+])([O-])O

Last column: natural (NBO) charge in e.
Cartesian coordinates (Å):
H (1.77178, -0.60298, -0.83499)  0.474
H (0.29314, 1.89628, 2.04325)  0.194
C (-0.16940, -0.59598, -1.26493)  0.689
O (0.64554, 0.23786, 0.83576)  -0.557
H (-0.58654, 0.39657, 2.49518)  0.160
O (-0.94167, -0.50028, -2.25826)  -0.774
H (-1.32964, 0.44626, 0.22958)  0.186
C (-0.12738, 1.85287, -0.81210)  0.425
O (1.22370, -0.78640, -1.61010)  -0.753
H (0.00094, -2.70856, -1.07844)  0.440
O (0.75206, 2.62866, -0.52716)  -0.515
N (-0.45082, -1.98942, -0.46272)  -0.795
H (-0.88986, 2.09287, -1.58312)  0.141
H (-1.45285, -2.11757, -0.32654)  0.419
H (1.17950, 0.52162, 2.77099)  0.199
C (-0.29503, 0.49357, -0.15863)  -0.093
H (0.01680, -2.06508, 0.44181)  0.410
C (0.35974, 0.79971, 2.10040)  -0.250


(5)
Computed, not measured: C28H59Br22ClGaNO2P as an isolated structure, with the ωB97M-V functional and the def2-TZVPD basis.

charge = -1
frontier orbital gap = 0.1757 hartree

Last column: Mulliken charge in e.
Cartesian coordinates (Å):
C (-6.08693, -8.92383, 5.04394)  -0.438
H (-4.19698, -3.85989, 4.44039)  0.242
H (-7.52380, -10.54460, 5.05279)  0.372
H (-5.06067, 0.38113, 7.49368)  0.356
C (-5.47437, -0.18876, 6.66541)  -0.572
O (-0.54727, -0.73941, -8.13634)  -0.464
C (0.62000, 1.88362, -2.83237)  -0.360
H (5.70486, -0.38596, 3.10286)  0.454
H (-0.41169, 2.26395, -2.81863)  0.337
Br (-3.39890, -4.81073, 2.28993)  -0.195
H (-5.16131, 0.24028, 5.71757)  0.311
H (-7.26568, -9.75300, 6.62742)  0.354
H (8.16465, 1.17002, -2.58266)  0.425
H (-7.26462, -0.96381, 7.57206)  0.362
H (1.21016, 9.44033, -4.88404)  0.384
C (-6.97861, -0.27726, 6.78065)  -0.556
H (8.35183, 1.07275, -0.02558)  0.286
H (4.00995, 10.45623, -5.57203)  0.366
H (-6.04486, -7.88583, 5.36223)  0.135
Br (0.75685, -1.73595, 0.85119)  -0.177
H (-5.39727, -4.98035, 3.74362)  0.084
Br (6.04736, 0.25285, -1.69683)  -0.085
C (-10.49154, -3.31230, -0.96426)  -0.360
Br (6.95081, 3.05831, 0.51977)  -0.139
C (7.42877, 1.59549, -1.90316)  -0.464
P (0.75125, -1.38699, -7.32685)  0.162
H (8.99015, 2.54981, -0.78708)  0.445
Cl (-0.18148, -1.84573, -5.47748)  -0.313
Br (-12.06047, -5.12961, 0.60912)  -0.152
H (12.63280, 1.21453, 4.68076)  0.341
C (6.57189, -0.17491, 2.48377)  -0.308
H (12.66694, 2.87197, 4.03203)  0.369
Br (4.37803, 3.62223, -2.89803)  -0.044
Br (-2.32074, 0.16748, -0.11179)  -0.139
Br (-7.76452, -0.94640, 5.13828)  -0.118
H (1.52978, -0.08049, -2.74270)  0.251
C (3.09491, 10.48998, -4.98815)  -0.548
H (-10.18077, -2.94487, 0.00860)  0.059
C (-5.53181, -2.99834, 2.98316)  0.307
H (6.24525, 0.23579, 1.52973)  0.062
H (-1.30467, -1.35856, 2.17889)  0.334
C (-10.89645, -4.76275, -0.90113)  -0.582
H (5.10470, 3.23682, -5.73580)  0.081
H (4.13163, 5.60120, -4.38345)  0.517
H (-11.44188, -5.06803, -1.78886)  0.420
C (12.02878, 2.03530, 4.30090)  -0.593
Br (-8.81877, -3.74028, 2.50391)  -0.099
O (1.79265, 0.99134, -4.82529)  -0.229
H (6.45010, 0.56398, -5.93167)  0.397
H (5.44918, 1.14526, -4.59164)  -0.079
Br (10.10322, 4.08821, 4.86399)  -0.114
H (6.96100, 2.45932, -2.36773)  0.182
H (0.42033, 2.55113, -4.89706)  0.417
H (-1.20030, -3.04139, 1.64318)  0.146
C (4.47021, 1.26759, -6.51110)  0.382
H (1.98370, 2.91009, -4.15684)  -1.017
H (-1.69543, -2.14965, -0.74880)  0.479
C (-1.10282, -2.00563, 1.33020)  -0.342
H (3.77543, 6.36547, -1.94922)  0.388
C (3.44188, 5.12708, -3.68883)  -0.794
H (-5.85411, -3.19496, 1.96430)  0.490
C (10.99126, 2.42657, 5.32112)  -0.246
H (-10.66407, -4.79831, 3.77166)  0.390
C (-7.33574, -9.59963, 5.55320)  -0.559
H (0.60730, 0.35250, -1.27454)  0.183
H (11.45681, 2.58096, 6.29183)  0.361
C (2.98434, 6.11920, -2.65187)  -0.286
H (-9.19743, -3.39686, 5.37320)  0.292
C (8.09644, 1.95828, -0.60337)  -0.661
H (0.88466, 1.89434, -7.34947)  -0.397
H (2.73572, 11.51417, -4.92122)  0.337
Br (1.50471, 5.42641, -1.60126)  -0.152
Br (2.69689, 7.85502, -6.07480)  -0.100
C (0.63402, 0.42346, -2.36847)  -0.704
C (-2.04914, -1.72993, 0.18877)  -0.478
Ga (1.74542, 0.71625, -6.65883)  0.060
Br (-11.94755, -2.16865, -1.54696)  -0.135
Br (-7.28107, -4.94264, 5.55091)  -0.032
H (-9.68918, -3.17940, -1.68613)  0.378
H (3.83619, 3.26549, -7.01399)  0.219
H (-9.27576, -5.90465, 3.62505)  0.236
C (-9.58466, -4.89221, 3.86956)  -0.513
H (-0.23634, -0.11939, -2.75637)  0.147
H (8.49133, 0.80354, 2.65136)  0.011
H (10.20680, 1.67954, 5.39713)  -0.021
H (1.64333, 10.05088, -6.49683)  0.350
Br (3.57529, 9.96928, -3.17973)  -0.129
N (3.58859, 0.66880, -7.15635)  -0.175
Br (-5.99185, -8.90549, 3.10844)  -0.110
H (5.53468, 2.92177, -7.42093)  0.392
H (2.62909, 7.02261, -3.13908)  0.010
C (-4.73370, -4.14334, 3.53916)  -0.263
H (-0.83774, 0.11332, -7.77333)  0.309
Br (11.23433, 1.39972, 2.64599)  -0.098
H (-6.39533, -2.81568, 3.61768)  -0.632
Br (-4.54211, -1.32461, 2.92087)  -0.127
H (2.60542, 4.69632, -4.23296)  0.459
H (-5.20471, -9.45549, 5.39295)  0.378
Br (-8.90552, -8.49876, 5.25936)  -0.132
Br (7.89805, 0.30572, 4.99693)  -0.198
H (-7.42463, 0.69905, 6.95223)  0.365
H (5.10029, -0.44172, -5.34805)  0.303
C (1.21253, 2.11875, -4.25558)  0.703
C (5.42155, 0.58570, -5.53703)  -0.764
Br (-4.66387, -1.95263, 6.77437)  -0.111
H (-9.71302, -4.97846, 6.01602)  0.429
H (7.10114, 1.77977, 3.16734)  0.405
H (1.18661, 2.50680, -2.12874)  0.059
H (-3.03046, -2.12984, 0.43480)  0.145
C (7.52435, 0.78015, 3.14712)  -0.311
H (-10.01853, -5.39044, -0.76734)  0.325
C (-9.13523, -4.47339, 5.24534)  -0.581
C (4.74960, 2.77031, -6.66631)  -0.966
C (2.02645, 9.60573, -5.58148)  -0.642
Br (7.39410, -1.88817, 2.08968)  -0.138